Record 1
Here is a 13-piece molecular cluster, C26H78O13 overall from the Open Molecules 2025 dataset. Energies are from ωB97M-V with the def2-TZVPD basis set.

Structure (XYZ):
```
117
Properties=species:S:1:pos:R:3:forces:R:3:mulliken_charge:R:1
C 1.4503 4.2232 -1.1862 -0.2 0.1 0.5 -1.002
C 1.0952 3.5231 -2.4702 0.6 -0.3 -0.5 0.517
O -0.0500 4.1184 -3.0951 0.4 -0.6 0.3 -0.597
H 0.6416 4.1423 -0.4555 -0.1 0.1 -0.1 0.246
H 1.6649 5.2826 -1.3356 -0.1 0.0 -0.2 0.493
H 2.3228 3.7830 -0.6981 0.1 -0.2 -0.2 -0.046
H 0.9572 2.4422 -2.3121 -0.4 0.2 0.3 -0.291
H 1.9501 3.5439 -3.1655 -0.1 0.3 0.1 0.351
H -0.3406 3.4489 -3.7231 -0.3 0.4 -0.1 0.361
C -3.8372 0.3386 2.3532 0.0 0.5 0.6 -0.766
C -5.0316 -0.4406 1.8316 1.1 0.1 -0.7 -0.050
O -5.6553 -1.0892 2.9209 -0.1 0.0 0.2 -0.575
H -4.1718 1.1043 3.0596 0.1 -0.2 0.2 0.452
H -3.2663 0.8813 1.6017 -0.3 -0.1 -0.4 0.245
H -3.1073 -0.3060 2.8468 -0.2 -0.1 0.2 -0.024
H -4.6170 -1.1585 1.1105 -0.4 -0.2 0.0 -0.026
H -5.7104 0.2185 1.2860 -0.1 0.0 0.1 0.417
H -6.5087 -1.4257 2.6375 0.0 0.0 -0.1 0.316
C 2.5064 -1.6976 4.3907 0.7 0.5 0.2 -1.282
C 3.3097 -0.8417 3.4273 0.0 -0.3 0.0 0.299
O 3.5881 -1.6233 2.2702 0.0 0.4 -0.2 -0.696
H 2.4315 -1.1189 5.3142 -0.5 -0.1 0.1 0.356
H 3.0849 -2.5876 4.6382 0.0 -0.1 -0.1 0.354
H 1.5380 -1.9963 4.0017 -0.1 0.1 0.0 0.273
H 4.2403 -0.5291 3.9159 0.1 -0.1 0.0 0.406
H 2.8029 0.0899 3.1488 -0.3 -0.1 0.0 -0.168
H 3.8674 -1.0199 1.5538 0.1 -0.3 -0.1 0.369
C -2.9449 1.9221 -2.3727 1.3 0.2 0.5 -0.336
C -3.7722 1.5320 -1.1581 -0.4 -0.8 -1.2 0.237
O -4.9559 0.8569 -1.5937 -0.1 0.5 0.3 -0.653
H -2.6136 1.0863 -2.9954 -0.5 -0.2 0.1 -0.130
H -1.9892 2.3333 -2.0059 -0.2 0.3 -0.1 -0.011
H -3.4439 2.6733 -2.9792 -0.1 0.0 -0.1 0.363
H -4.0548 2.4444 -0.6352 -0.2 -0.1 0.2 0.509
H -3.2209 0.8635 -0.4939 0.2 0.2 0.0 -0.431
H -4.7271 -0.0550 -1.8263 0.0 -0.1 0.4 0.331
C 0.9400 -3.6977 -1.3533 0.1 0.1 -0.1 -0.873
C 2.0236 -3.0803 -0.4899 0.2 -1.0 -0.1 0.289
O 1.5950 -3.0551 0.8547 0.1 0.6 0.2 -0.491
H 0.7506 -4.7346 -1.0781 0.0 0.0 0.2 0.458
H 1.2641 -3.7063 -2.3972 0.0 -0.1 0.3 0.444
H 0.0097 -3.1317 -1.2893 0.1 -0.1 0.0 -0.303
H 2.3434 -2.1068 -0.8712 -0.3 0.2 0.1 -0.190
H 2.9012 -3.7399 -0.5605 0.1 0.1 -0.1 0.528
H 2.2682 -2.5568 1.3719 -0.3 -0.3 -0.1 0.403
C -0.8888 1.0269 5.1879 -0.9 -0.5 0.3 -0.512
C -0.5471 0.8368 6.6536 0.8 1.0 0.0 -0.365
O -1.5272 0.0625 7.3067 -0.2 -0.3 -0.3 -0.517
H -1.8903 1.4638 5.1551 0.1 0.1 -0.2 0.358
H -0.9625 0.0604 4.6874 0.1 0.0 -0.1 0.149
H -0.1989 1.6707 4.6494 0.2 0.0 0.2 0.079
H -0.5000 1.8316 7.1184 0.0 0.0 0.0 0.264
H 0.4674 0.4371 6.7624 -0.1 -0.4 0.0 0.253
H -1.1764 -0.2608 8.1383 0.0 0.0 0.1 0.303
C 1.4350 3.4756 2.9227 0.8 -0.2 0.4 -0.416
C 2.4037 4.6293 2.7165 -0.9 0.6 -0.9 -0.564
O 3.5180 4.1813 1.9452 0.1 -0.3 0.4 -0.466
H 1.2491 2.9688 1.9772 -0.2 0.1 -0.1 -0.131
H 0.5033 3.7711 3.4019 0.0 0.2 -0.1 0.426
H 1.9185 2.7536 3.5899 -0.1 -0.1 -0.1 0.191
H 2.6905 5.1002 3.6607 0.3 -0.3 0.0 0.355
H 1.9027 5.4189 2.1389 -0.1 -0.1 0.2 0.331
H 3.6871 4.8071 1.2412 0.0 0.2 0.0 0.281
C -2.9916 -4.2912 1.4344 -0.3 0.0 -0.1 -1.635
C -2.0652 -3.1299 1.1936 0.3 0.7 0.9 0.522
O -2.2515 -2.4854 -0.0619 0.3 -0.5 0.0 -0.199
H -2.7779 -5.1101 0.7469 0.1 -0.1 0.2 0.359
H -4.0572 -4.0683 1.3421 0.1 0.4 -0.2 0.323
H -2.8752 -4.5886 2.4776 0.2 -0.3 -0.1 0.420
H -1.0218 -3.4277 1.3464 0.0 -0.3 -0.5 0.255
H -2.1896 -2.3743 1.9833 -0.4 0.0 0.0 -0.128
H -1.4529 -1.9557 -0.2383 -0.4 0.2 -0.1 -0.429
C 2.8910 0.4230 -3.5922 -0.7 0.3 -0.3 -0.187
C 3.9967 -0.5627 -3.8939 -0.4 -0.1 0.1 -0.698
O 4.5682 -1.0515 -2.6760 -0.1 -0.1 -0.2 -0.474
H 2.1134 0.0237 -2.9366 0.4 -0.2 0.3 -0.238
H 2.3088 0.6119 -4.5019 0.3 0.1 -0.2 0.408
H 3.1994 1.3991 -3.2174 0.3 -0.1 0.1 0.199
H 4.7782 -0.1287 -4.5203 0.0 0.1 0.0 0.324
H 3.5444 -1.3904 -4.4485 0.1 -0.1 0.0 0.364
H 4.9449 -1.9191 -2.8552 0.1 0.1 0.2 0.248
C 5.0394 2.0937 -0.4062 0.3 0.7 0.6 -1.430
C 3.8629 1.2248 -0.0326 -0.1 -0.5 -0.9 1.346
O 4.2037 -0.1648 -0.0305 -0.1 0.2 0.3 -0.580
H 5.8479 1.9144 0.3051 0.1 0.0 -0.2 0.389
H 4.7873 3.1556 -0.3162 -0.1 -0.1 0.1 0.265
H 5.4067 1.9801 -1.4262 -0.1 -0.5 0.0 0.293
H 3.0682 1.3816 -0.7729 -0.1 0.1 0.2 -0.750
H 3.4717 1.4414 0.9596 0.1 0.2 0.0 0.148
H 4.2272 -0.5038 -0.9397 0.1 0.1 0.0 0.113
C 0.0527 -2.4534 -4.2346 -0.9 0.2 0.4 -0.606
C -0.2813 -1.0902 -4.8025 0.8 -0.5 -0.3 -0.493
O -0.2988 -0.1181 -3.7645 -0.2 0.1 0.2 -0.245
H 1.0408 -2.4803 -3.7781 0.0 0.1 -0.4 -0.092
H -0.0730 -3.1895 -5.0276 0.3 -0.1 0.0 0.382
H -0.6579 -2.7253 -3.4471 0.0 0.1 -0.1 0.032
H -1.2225 -1.1270 -5.3553 -0.1 0.2 0.1 0.386
H 0.5337 -0.8600 -5.5025 -0.2 0.3 -0.1 0.411
H -0.4379 0.7497 -4.1545 -0.1 0.0 0.0 0.087
C -0.1364 0.2259 1.3547 0.1 -0.5 0.4 0.136
C 0.0970 0.5548 -0.0924 0.8 0.1 -0.5 1.082
O -0.5571 -0.4465 -0.8743 0.1 0.5 -0.2 2.612
H 0.3608 0.8916 2.0618 -0.3 0.4 -0.2 -0.165
H 0.2620 -0.7504 1.6446 0.0 -0.2 -0.5 -0.035
H -1.2142 0.1693 1.5070 0.1 0.3 0.3 -0.739
H 1.1609 0.5917 -0.3744 0.0 -0.4 0.3 -1.021
H -0.2384 1.5670 -0.3610 -0.5 -0.1 0.2 0.000
H -0.5150 -0.1790 -1.8069 -0.1 -0.3 0.0 -1.067
C -4.8206 -1.7090 -4.0536 0.5 -0.4 -0.3 -1.420
C -3.7462 -1.9887 -3.0117 -0.6 -0.1 0.1 0.347
O -4.3765 -2.0573 -1.7255 0.8 0.0 -0.4 -0.667
H -5.4181 -2.6073 -4.2129 -0.2 0.1 0.2 0.353
H -4.3512 -1.5022 -5.0211 0.0 0.2 0.1 0.359
H -5.4658 -0.8812 -3.7705 0.0 0.1 0.0 0.323
H -2.9741 -1.2077 -3.0127 0.0 0.0 0.0 -0.283
H -3.2651 -2.9473 -3.2408 0.1 0.1 0.0 0.480
H -3.6480 -2.3147 -1.1131 -0.5 0.2 0.1 0.516
```
Positions in Å, forces in eV/Å.

Properties
HOMO-LUMO gap, eV: 9.5947
HOMO level, Ha: -0.351
Total energy, eV: -54842.157
Total charge: 0
LUMO, eV: 0.05
Molecular weight, Da: 598.90


Record 2
Here is a 13-piece molecular cluster, C26H78O13 overall from the Open Molecules 2025 dataset. Energies are from ωB97M-V with the def2-TZVPD basis set.

Structure (XYZ):
```
117
Properties=species:S:1:pos:R:3:forces:R:3:mulliken_charge:R:1
C -12.5197 -3.1072 -21.5892 -0.2 0.2 0.3 -0.498
C -12.8232 -4.3089 -22.4678 0.8 0.6 0.0 -0.382
O -13.0405 -3.9444 -23.8137 -0.2 -0.1 -0.2 -0.532
H -13.3306 -2.3750 -21.5944 -0.1 -0.1 0.0 0.429
H -11.6211 -2.5774 -21.9074 0.1 -0.1 -0.1 0.006
H -12.3659 -3.4545 -20.5626 0.0 0.1 0.0 0.139
H -13.7043 -4.8224 -22.0845 0.0 -0.2 -0.1 0.373
H -11.9334 -4.9462 -22.3927 -0.3 -0.4 0.0 0.119
H -12.1927 -3.9866 -24.2953 -0.1 0.0 0.2 0.407
C -8.7582 1.9585 -22.0088 0.2 1.1 -0.5 -0.695
C -10.1436 1.6434 -22.5321 0.3 -1.3 -0.2 -0.184
O -11.0573 1.4611 -21.4394 -0.1 0.3 -0.2 -0.558
H -8.7447 2.9782 -21.6125 0.0 -0.2 0.3 0.316
H -8.0223 1.9817 -22.8169 -0.1 -0.2 -0.1 0.242
H -8.3883 1.2594 -21.2633 -0.3 -0.1 0.1 0.014
H -10.0917 0.6863 -23.0666 -0.1 0.0 0.1 0.018
H -10.5355 2.3314 -23.2819 0.1 0.4 0.3 0.488
H -11.7955 2.0669 -21.5301 0.0 0.0 0.1 0.269
C -5.5242 -5.3747 -26.7343 -0.1 -0.5 -0.4 -1.430
C -4.8345 -4.6685 -25.5958 -0.4 0.3 0.2 -0.071
O -5.7225 -4.6064 -24.4721 0.0 -0.1 -0.4 0.305
H -5.9793 -6.3174 -26.4219 0.0 0.0 0.2 0.270
H -4.8179 -5.6376 -27.5242 0.1 0.2 0.0 0.413
H -6.3170 -4.7778 -27.1873 0.0 0.1 0.1 0.257
H -4.6183 -3.6435 -25.9114 0.4 -0.1 0.0 0.319
H -3.9192 -5.1910 -25.3075 0.1 0.1 -0.1 0.328
H -5.3614 -4.0013 -23.7988 0.0 -0.2 0.2 -0.171
C -2.6460 -2.6321 -23.2501 0.2 0.4 0.0 -1.363
C -3.3388 -2.9520 -21.9442 0.1 0.3 0.1 0.060
O -4.6897 -3.3250 -22.1579 0.1 -0.3 -0.1 -0.121
H -1.5892 -2.4367 -23.0552 0.0 -0.2 0.0 0.438
H -3.0142 -1.7201 -23.7238 -0.3 -0.1 0.0 0.303
H -2.7107 -3.4609 -23.9552 -0.1 0.0 0.0 0.204
H -3.3309 -2.0840 -21.2750 0.2 0.1 -0.1 0.217
H -2.7564 -3.7360 -21.4460 -0.3 -0.2 0.0 0.245
H -5.0791 -3.5393 -21.2845 0.0 0.1 -0.2 -0.035
C -6.7528 1.0238 -16.2728 0.7 -0.6 -0.5 -1.465
C -6.5571 -0.3292 -16.9773 0.5 0.2 0.9 0.804
O -6.4225 -1.3576 -15.9922 -0.4 -0.4 0.0 -0.589
H -7.6236 0.9558 -15.6257 -0.1 0.3 -0.1 0.344
H -6.7896 1.8281 -17.0091 -0.4 0.1 0.1 0.351
H -5.8745 1.2281 -15.6566 -0.1 0.0 0.1 0.418
H -5.6283 -0.3592 -17.5562 -0.3 0.4 -0.4 0.187
H -7.4173 -0.5831 -17.5964 0.1 -0.1 -0.1 -0.396
H -5.5117 -1.3839 -15.6912 0.0 0.1 0.1 0.325
C -9.6873 -7.4561 -24.7015 0.4 0.0 0.2 -1.443
C -8.5495 -6.5705 -24.2244 -0.3 0.1 0.0 0.272
O -8.3228 -5.4945 -25.1397 0.1 -0.3 0.1 -0.226
H -10.6501 -6.9493 -24.6518 0.0 0.1 -0.2 0.200
H -9.7294 -8.3141 -24.0276 -0.1 -0.1 -0.1 0.443
H -9.4791 -7.8167 -25.7087 -0.2 0.0 0.0 0.310
H -7.6308 -7.1531 -24.1170 0.0 0.0 0.0 0.435
H -8.8103 -6.1614 -23.2420 0.1 -0.1 0.1 -0.046
H -7.4200 -5.1654 -24.9574 -0.2 0.3 0.1 -0.085
C -4.7048 -6.8682 -21.4140 0.3 -0.5 -0.5 -1.011
C -6.1896 -6.5539 -21.2849 0.3 -0.1 -0.3 0.720
O -6.5299 -6.2303 -19.9545 -0.2 0.2 0.3 -0.626
H -4.0931 -6.0035 -21.1573 0.0 0.0 0.2 0.058
H -4.3917 -7.1607 -22.4230 -0.4 0.3 -0.2 0.346
H -4.4034 -7.7326 -20.8184 -0.2 0.2 0.4 0.317
H -6.8069 -7.4068 -21.5749 0.1 -0.2 0.2 0.426
H -6.4657 -5.7736 -22.0036 0.1 0.2 0.2 -0.522
H -6.1974 -5.3406 -19.7173 -0.2 -0.4 -0.4 0.080
C -10.2458 1.3646 -17.6714 -0.2 -0.2 -0.7 -0.901
C -10.7718 0.1214 -18.3786 0.1 0.1 0.1 -0.128
O -9.9459 -0.1627 -19.5143 -0.4 -0.1 0.1 -0.088
H -9.2355 1.1904 -17.3042 -0.2 0.0 0.3 -0.020
H -10.9371 1.6835 -16.8901 0.2 0.1 0.1 0.442
H -10.1573 2.1398 -18.4362 -0.1 0.2 0.2 0.261
H -11.7971 0.2573 -18.7410 0.0 0.1 0.2 0.395
H -10.8058 -0.7245 -17.6865 0.3 -0.1 -0.3 -0.006
H -10.3495 0.3822 -20.2198 0.3 -0.3 0.0 0.077
C -9.4237 -3.8970 -17.0713 0.8 -0.4 0.2 -0.628
C -10.8924 -3.6598 -16.8042 0.6 0.0 0.3 -0.136
O -11.5642 -4.8855 -16.5184 0.0 0.1 -0.4 -0.531
H -9.2249 -4.6348 -17.8522 -0.4 0.0 -0.1 0.219
H -8.8826 -4.2790 -16.2018 -0.2 0.1 0.1 0.466
H -8.9153 -2.9805 -17.3824 -0.1 0.1 0.0 0.016
H -11.2689 -3.1245 -17.6842 -0.6 -0.2 0.1 -0.042
H -11.0019 -3.0357 -15.9120 0.1 0.4 -0.3 0.331
H -12.1881 -4.6996 -15.8153 -0.1 -0.1 0.0 0.334
C -3.8975 -4.5048 -18.3347 -0.1 -0.1 0.5 -1.345
C -4.8678 -3.3391 -18.4562 0.6 -0.6 -0.5 0.122
O -5.7196 -3.5888 -19.5906 0.2 0.8 0.5 0.629
H -3.2839 -4.3326 -17.4471 0.1 -0.1 -0.1 0.422
H -3.2495 -4.6595 -19.1966 0.0 0.5 -0.1 0.157
H -4.3973 -5.4673 -18.2118 -0.3 0.1 0.2 0.372
H -4.2974 -2.4175 -18.6170 -0.1 0.0 -0.1 0.243
H -5.4593 -3.1981 -17.5500 -0.1 -0.2 0.0 0.247
H -6.3042 -2.8040 -19.6514 -0.4 -0.3 -0.2 -0.117
C -11.0662 -4.8692 -27.3880 -0.7 0.0 -0.7 -1.043
C -10.8949 -3.6061 -26.5640 0.1 -0.8 0.2 -0.246
O -10.6133 -3.9851 -25.2149 0.2 0.4 0.0 -0.307
H -11.3796 -4.6043 -28.4051 0.3 -0.1 0.0 0.399
H -11.8743 -5.5002 -27.0116 0.0 0.2 0.3 0.267
H -10.1859 -5.5101 -27.4163 0.2 0.3 0.0 0.176
H -11.8040 -3.0041 -26.5643 -0.1 -0.2 0.2 0.396
H -10.1294 -2.9525 -26.9958 0.3 -0.1 0.2 0.213
H -9.8221 -4.5730 -25.1999 -0.2 0.4 -0.1 0.301
C -8.4797 -3.3039 -21.9913 0.9 -1.2 -0.2 0.201
C -8.6237 -3.1295 -20.4896 -0.8 0.9 -0.3 0.491
O -7.8743 -1.9752 -20.0740 0.4 -0.4 0.2 -0.817
H -9.0899 -4.1067 -22.4141 -0.4 0.2 0.2 -0.206
H -7.4658 -3.6829 -22.1724 0.1 0.2 0.0 -0.598
H -8.5709 -2.4204 -22.6201 -0.3 0.2 0.4 0.092
H -8.3025 -4.0058 -19.9298 0.3 0.0 -0.2 -0.085
H -9.6563 -2.9574 -20.1791 -0.2 0.0 -0.2 0.268
H -8.4995 -1.2463 -19.9476 -0.1 0.1 0.2 0.031
C -6.2148 -1.3422 -25.2312 1.3 0.8 -1.4 -0.948
C -7.1925 -0.2000 -25.3554 -0.6 -0.4 1.1 0.087
O -6.5466 1.0393 -25.0696 0.1 -0.1 -0.2 -0.566
H -5.4349 -1.0542 -25.9542 0.1 -0.3 0.0 0.432
H -6.6031 -2.2811 -25.6190 -0.3 -0.1 0.5 0.196
H -5.6579 -1.4383 -24.3005 -0.6 -0.1 0.4 0.069
H -7.9994 -0.3351 -24.6212 -0.2 0.0 -0.2 0.010
H -7.6218 -0.2057 -26.3611 0.0 0.1 0.0 0.320
H -7.1628 1.7372 -25.3087 0.1 0.1 0.0 0.304
```
Positions in Å, forces in eV/Å.

Properties
HOMO-LUMO gap, eV: 9.6435
HOMO level, Ha: -0.340
Total energy, eV: -54842.646
Total charge: 0
LUMO, eV: 0.40
Molecular weight, Da: 598.90


Maximum force, record by record: 1.5 2.1 eV/A
Energy above the lowest of the compared OMol25 structures with the same formula, charge and spin, record by record: 145.8 98.7 kJ/mol